{
  "formula": "C28H33BF2N4OS2Si2W",
  "method": "ωB97M-V/def2-TZVPD",
  "elements": ["W", "C", "C", "N", "N", "C", "N", "S", "C", "C", "C", "C", "C", "N", "H", "H", "H", "H", "H", "H", "H", "H", "H", "H", "C", "Si", "C", "C", "C", "C", "C", "C", "C", "Si", "C", "C", "H", "H", "H", "H", "H", "H", "H", "H", "H", "H", "H", "H", "H", "H", "H", "H", "C", "C", "O", "S", "C", "C", "C", "C", "C", "C", "C", "C", "H", "H", "H", "H", "H", "H", "H", "F", "B", "F"],
  "coordinates": [[0.0431, 1.3746, 0.0815], [-3.4094, 2.9896, -2.1901], [-2.0802, 2.4526, -1.7778], [-1.7986, 2.1180, -0.4863], [-2.8663, 2.1703, 0.3925], [-2.6304, 2.0793, 1.7032], [-3.7100, 2.1016, 2.5251], [-1.0599, 2.0252, 2.2851], [-1.0371, 2.2006, -2.6867], [-1.1188, 2.4517, -4.0336], [-0.0680, 2.0337, -4.9151], [1.1209, 1.7012, -4.3997], [1.3652, 1.8527, -2.9240], [0.1225, 1.5156, -2.1571], [-3.8448, 3.6206, -1.4132], [-4.1165, 2.1876, -2.4309], [-3.3158, 3.6124, -3.0752], [-3.7938, 2.0646, 0.0114], [-4.6256, 1.8869, 2.1681], [-3.5402, 1.8516, 3.4840], [-2.0087, 2.9065, -4.4386], [-0.2563, 1.9815, -5.9794], [1.9370, 1.3528, -5.0199], [1.5334, 2.9222, -2.7105], [1.8316, 1.1306, 3.4200], [1.8719, 0.3708, 1.6888], [1.9668, -1.4768, 1.9663], [3.6032, 0.9531, 1.1288], [4.8036, 0.2616, 1.2896], [6.0141, 0.8598, 0.9686], [6.0611, 2.1699, 0.4979], [4.8808, 2.8721, 0.3238], [3.6545, 2.2625, 0.6151], [1.9986, 2.9060, 0.1498], [2.6032, 1.0598, -2.5236], [2.2044, 4.6773, -0.4047], [2.7503, 0.8644, 3.9506], [0.9888, 0.7621, 4.0094], [1.7679, 2.2214, 3.3878], [2.7177, -1.7075, 2.7283], [2.2155, -2.0212, 1.0527], [1.0000, -1.8413, 2.3129], [4.8027, -0.7523, 1.6741], [6.9368, 0.3050, 1.0915], [7.0130, 2.6273, 0.2600], [4.9139, 3.8846, -0.0636], [3.4904, 1.6632, -2.7258], [2.6745, 0.1322, -3.0870], [2.6092, 0.7935, -1.4689], [2.8350, 4.7001, -1.2993], [2.7272, 5.2449, 0.3705], [1.2609, 5.1694, -0.6351], [-4.3358, -6.5586, 0.0122], [-4.2262, -7.4793, 1.1979], [-4.8106, -8.5261, 1.2819], [-3.1793, -7.0123, 2.5771], [-2.5605, -5.4165, 2.1213], [-1.3304, -5.2983, 1.4797], [-0.8545, -4.0579, 1.0940], [-1.5952, -2.8986, 1.3491], [-2.8120, -3.0227, 2.0290], [-3.2879, -4.2645, 2.4083], [-1.1162, -1.6239, 0.9242], [-0.7043, -0.5304, 0.5803], [-4.8514, -7.0961, -0.7791], [-3.3573, -6.2178, -0.3218], [-4.9078, -5.6732, 0.2942], [-0.7518, -6.1899, 1.2729], [0.0959, -3.9700, 0.5843], [-3.3762, -2.1279, 2.2572], [-4.2324, -4.3480, 2.9316], [0.7909, -0.8723, -2.0053], [-0.2001, 0.0314, -1.8037], [-1.4360, -0.3930, -2.1766]],
  "forces_ev_per_a": [[-0.5780, 1.2552, 0.4788], [-0.0491, 0.0107, 0.0349], [0.2999, -0.0382, -0.3036], [0.0067, -0.1499, 0.0305], [0.2177, -0.0236, 0.1468], [-0.3133, 0.0990, -0.1524], [0.0906, 0.0026, 0.0757], [0.1908, -0.1356, -0.0872], [-0.2428, 0.0668, 0.2624], [0.1136, -0.0162, -0.2767], [-0.2083, 0.0671, 0.1049], [0.1220, -0.0221, -0.0262], [-0.0446, 0.0016, -0.0602], [-0.0596, -0.5344, 0.1126], [0.0059, 0.0043, -0.0042], [-0.0071, 0.0029, 0.0217], [0.0068, -0.0159, -0.0122], [-0.0054, 0.0188, -0.0034], [-0.0090, 0.0530, -0.0253], [0.0021, -0.0232, -0.0048], [-0.0037, -0.0177, -0.0221], [0.0057, 0.0123, -0.0083], [-0.0019, 0.0120, 0.0067], [0.0009, -0.0275, 0.0388], [-0.0341, -0.0482, 0.2043], [0.0722, -0.0205, -0.1203], [0.1107, -0.1701, 0.0329], [0.1012, 0.0542, -0.0292], [-0.0326, 0.0118, 0.0590], [0.0512, 0.0397, -0.0174], [-0.0260, -0.0442, 0.0245], [-0.0132, -0.0679, 0.0099], [0.2148, 0.0265, -0.0285], [-0.3063, -0.5697, 0.0726], [0.0868, -0.0235, 0.0444], [-0.0052, 0.1662, 0.0082], [-0.0188, 0.0052, 0.0149], [-0.0230, 0.0133, -0.0020], [0.0112, 0.0068, 0.0099], [0.0099, -0.0226, -0.0266], [-0.0124, 0.0219, -0.0211], [0.0571, -0.0175, 0.0582], [-0.0217, -0.0017, -0.0021], [-0.0027, -0.0012, -0.0009], [0.0002, 0.0015, -0.0009], [-0.0037, 0.0088, 0.0033], [-0.0029, -0.0093, -0.0322], [0.0003, 0.0193, -0.0013], [0.0077, 0.0459, 0.0262], [-0.0034, 0.0177, 0.0028], [-0.0209, 0.0431, -0.0214], [-0.0073, 0.0013, -0.0082], [0.0209, 0.0175, 0.0591], [0.0037, -0.0397, -0.0081], [0.0093, -0.0118, 0.0034], [-0.0483, -0.0261, 0.0470], [0.0604, 0.1082, -0.0794], [-0.0002, -0.0255, 0.0142], [0.0255, -0.0013, -0.0136], [-0.0231, 0.0211, -0.0753], [-0.0036, -0.0116, 0.0012], [-0.0186, -0.0108, 0.0383], [-0.2573, 0.0066, 0.0533], [0.6647, -0.0203, -0.0574], [-0.0159, 0.0185, -0.0155], [-0.0072, -0.0116, -0.0137], [0.0076, 0.0066, -0.0184], [-0.0036, 0.0018, -0.0030], [-0.0095, -0.0071, -0.0102], [-0.0235, -0.0065, -0.0149], [-0.0002, -0.0112, -0.0028], [-0.0096, -0.0276, 0.0779], [-0.0425, -0.1089, -0.6352], [-0.0581, 0.0505, 0.0669]],
  "s2": 2.078,
  "total_charge": 0,
  "e_lumo_ev": [-0.6, -0.8],
  "multiplicity": 3
}